# 1
{"formula": "C22H23ClN2PV", "method": "ωB97M-V/def2-TZVPD", "species": ["V", "Cl", "P", "C", "C", "C", "C", "C", "C", "C", "C", "C", "C", "C", "C", "C", "C", "C", "C", "C", "C", "H", "H", "H", "H", "H", "H", "H", "H", "H", "H", "H", "H", "H", "H", "H", "H", "H", "C", "N", "C", "C", "N", "C", "H", "H", "H", "H", "H", "H"], "xyz": [[-0.085471, 0.027489, 1.929502], [-1.137264, -1.853578, 2.289947], [-0.960046, 0.041809, -0.236212], [0.416431, -0.030924, -1.367682], [1.000003, 1.111464, -1.933374], [2.006010, 0.969856, -2.896628], [2.462371, -0.298382, -3.281951], [1.949639, -1.429261, -2.629162], [0.948845, -1.293334, -1.673130], [-2.426331, -0.596530, -1.084080], [-3.604976, -0.712521, -0.324812], [-4.749857, -1.261439, -0.889936], [-4.769324, -1.635710, -2.239296], [-3.619500, -1.457290, -3.012368], [-2.448409, -0.945665, -2.444480], [-1.303399, 1.777253, 0.146151], [-1.169988, 2.175370, 1.494454], [-1.535554, 3.488405, 1.842731], [-1.989871, 4.386472, 0.862203], [-2.090005, 3.983162, -0.472170], [-1.764251, 2.667640, -0.830624], [-3.591906, -0.393855, 0.716469], [-5.626314, -1.432505, -0.269616], [-5.658698, -2.087740, -2.680802], [-3.626081, -1.772783, -4.058216], [-1.549279, -0.841171, -3.052049], [0.713490, 2.114019, -1.615627], [2.472280, 1.864895, -3.329402], [3.237500, -0.392628, -4.055007], [2.355631, -2.417823, -2.857629], [0.585906, -2.162775, -1.137601], [-0.936693, 1.460112, 2.324512], [-1.477859, 3.822979, 2.885209], [-2.282384, 5.404935, 1.140699], [-2.440684, 4.680561, -1.239377], [-1.873999, 2.346754, -1.864342], [3.055207, 2.721817, -0.431912], [2.658778, 3.175487, 0.029327], [4.154144, -3.483701, 3.347608], [3.256579, -2.370816, 3.030804], [3.588131, -1.050781, 3.267284], [2.557298, -0.271462, 2.821232], [1.628247, -1.086676, 2.185539], [2.089579, -2.369597, 2.290429], [4.437269, -3.942913, 2.390072], [5.063281, -3.115827, 3.850691], [3.694650, -4.219715, 4.026053], [4.466372, -0.740437, 3.786430], [2.361641, 0.748635, 3.131112], [1.558858, -3.301272, 2.119027]], "atomic_forces_ev_per_a": [[1.0, -3.8, -0.3], [-0.3, 0.7, 0.3], [-0.4, 0.5, -1.3], [0.8, 0.2, -0.2], [0.3, 0.0, -0.3], [0.2, 0.0, 0.0], [-0.2, 0.2, 0.3], [0.2, 0.0, -0.1], [0.1, 0.1, -0.1], [-0.6, -0.2, 0.2], [0.3, -0.2, -0.1], [-0.1, 0.0, -0.1], [0.5, 0.1, 0.2], [0.0, -0.1, 0.1], [0.2, -0.1, 0.1], [0.0, -0.1, -0.1], [-0.6, 0.9, -0.9], [0.1, 0.1, 0.5], [0.2, -0.4, 0.2], [0.0, -0.4, -0.1], [0.0, 0.6, 0.5], [-0.2, -0.2, -0.1], [0.1, 0.2, -0.1], [0.3, 0.2, 0.2], [0.1, 0.2, 0.3], [-0.2, -0.1, 0.1], [-0.1, -0.3, -0.2], [-0.3, -0.4, 0.2], [-0.4, 0.0, 0.5], [-0.2, 0.3, 0.1], [-0.1, -0.1, -0.2], [-1.1, 1.9, 0.4], [0.0, -0.2, -0.5], [0.2, -0.5, 0.0], [0.1, -0.3, 0.3], [0.0, 0.0, 0.2], [-0.3, 0.3, 0.4], [0.3, -0.3, -0.3], [0.3, -0.7, -0.2], [-0.9, 1.6, -1.4], [-1.0, 0.0, 0.2], [0.4, -1.0, 0.2], [0.5, -0.5, 0.5], [0.7, 1.1, 1.8], [0.0, -0.1, 0.5], [-0.5, 0.1, -0.3], [-0.1, 0.4, -0.4], [0.4, -0.1, 0.3], [0.2, 0.1, -0.6], [0.0, 0.4, -0.5]], "mulliken_charge": [-0.442, -0.295, 1.564, 0.349, -0.566, -0.778, -0.468, -0.632, -0.255, 0.780, -0.549, -0.666, -0.490, -0.608, -0.157, 0.059, -0.176, -0.690, -0.563, -0.716, -0.257, 0.279, 0.410, 0.406, 0.408, 0.360, 0.678, 0.427, 0.415, 0.426, 0.459, 0.950, 0.425, 0.431, 0.428, 0.527, 0.006, 0.011, -0.791, 0.109, -0.407, -0.435, 0.235, -0.382, 0.349, 0.288, 0.323, 0.426, 0.381, 0.417], "charge": 2, "homo_lumo_gap_ev": [6.70, 7.53], "largest_force_ev_per_a": 3.9, "e_tot_ev": -73649.8619, "multiplicity": 3, "lumo_ev": [-8.118, -7.223]}

# 2
{"formula": "C65H74ClIrN4O3P3S2", "method": "ωB97M-V/def2-TZVPD", "species": ["Ir", "C", "P", "C", "C", "C", "C", "C", "C", "C", "C", "C", "C", "C", "C", "C", "C", "C", "C", "C", "P", "C", "C", "C", "C", "C", "C", "C", "C", "C", "C", "C", "C", "N", "H", "H", "H", "H", "H", "H", "H", "H", "H", "H", "H", "H", "H", "H", "H", "H", "H", "H", "H", "H", "H", "H", "H", "H", "H", "H", "O", "S", "C", "C", "C", "C", "S", "O", "C", "C", "C", "C", "C", "C", "C", "C", "C", "C", "C", "C", "H", "H", "H", "H", "H", "H", "H", "H", "H", "H", "H", "H", "H", "H", "H", "H", "H", "H", "O", "P", "N", "C", "C", "C", "C", "N", "C", "C", "C", "C", "N", "C", "C", "C", "C", "H", "H", "H", "H", "H", "H", "H", "H", "H", "H", "H", "H", "H", "H", "H", "H", "H", "H", "H", "H", "H", "H", "H", "H", "Cl", "C", "C", "C", "C", "C", "C", "C", "H", "H", "H", "H", "H", "H"], "xyz": [[0.147096, -0.059170, 0.957243], [-1.079095, -2.441398, 3.034783], [-1.379352, -2.172888, 1.271111], [-3.207312, -2.148256, 1.258283], [-3.963064, -2.963924, 0.414503], [-5.350071, -2.938380, 0.478090], [-5.996474, -2.090692, 1.369991], [-5.249696, -1.256574, 2.191393], [-3.862695, -1.278785, 2.133793], [-1.022481, -3.817236, 0.576827], [-0.840416, -4.953552, 1.367105], [-0.704129, -6.203340, 0.771767], [-0.760380, -6.331086, -0.611393], [-0.929246, -5.203256, -1.404772], [-1.040829, -3.951161, -0.815516], [-1.082132, -1.102405, 3.642843], [-1.501217, -0.662633, 4.864177], [-1.322250, 0.748723, 4.880118], [-0.804166, 1.100030, 3.668320], [-0.441551, 2.415217, 3.111113], [-0.621573, 2.302760, 1.309940], [0.110971, 3.906542, 0.838815], [-0.420368, 5.088582, 1.356589], [0.137153, 6.310146, 1.012428], [1.221401, 6.365692, 0.139561], [1.749566, 5.195122, -0.380953], [1.197780, 3.969631, -0.023445], [-2.406448, 2.641644, 1.070078], [-2.816648, 3.317463, -0.085984], [-4.146660, 3.667503, -0.263925], [-5.091983, 3.324479, 0.695434], [-4.699494, 2.628466, 1.831244], [-3.364419, 2.282271, 2.018219], [-0.662322, -0.027807, 2.899098], [-0.092103, -2.920839, 3.118548], [-1.822951, -3.098993, 3.474957], [-3.478746, -3.640620, -0.277016], [-5.927643, -3.590022, -0.168197], [-7.078965, -2.089433, 1.430049], [-5.748931, -0.590961, 2.886547], [-3.287322, -0.630965, 2.787437], [-0.814155, -4.884219, 2.448009], [-0.566618, -7.081296, 1.393531], [-0.670935, -7.309684, -1.070778], [-0.971543, -5.308526, -2.484225], [-1.141596, -3.055943, -1.429913], [-1.893129, -1.290689, 5.656157], [-1.536912, 1.437543, 5.689877], [0.612233, 2.633390, 3.292804], [-1.039468, 3.229262, 3.515056], [-1.278069, 5.061535, 2.019848], [-0.273989, 7.223835, 1.425337], [1.648457, 7.324782, -0.133070], [2.591267, 5.236114, -1.065286], [1.608908, 3.050098, -0.418584], [-2.083665, 3.603333, -0.833993], [-4.449236, 4.215471, -1.150406], [-6.131142, 3.606926, 0.560474], [-5.432801, 2.363928, 2.586257], [-3.071985, 1.754797, 2.919230], [2.127283, -0.003276, -0.248550], [2.600452, 1.091473, -1.186131], [4.117237, 1.803730, -0.406293], [4.594625, 0.985317, 0.798052], [4.489630, 1.784234, 2.107928], [4.461311, 0.902581, 3.348111], [2.815887, 0.071606, 3.491120], [1.926640, 0.806501, 2.503931], [2.360196, 0.629659, 5.111888], [2.334550, 1.987026, 5.413061], [1.892114, 2.386161, 6.660965], [1.486166, 1.433037, 7.595832], [1.530189, 0.082091, 7.288724], [1.968445, -0.326729, 6.035028], [3.375705, 0.292674, -2.567991], [4.099303, -0.875817, -2.407116], [4.653052, -1.481488, -3.524689], [4.492615, -0.909170, -4.784537], [3.777716, 0.273614, -4.930318], [3.209167, 0.878628, -3.816157], [3.820916, 2.809665, -0.101466], [4.850649, 1.884410, -1.206190], [5.621906, 0.649791, 0.649873], [3.963504, 0.097417, 0.880141], [3.571118, 2.370634, 2.089927], [5.326915, 2.478886, 2.188932], [4.624348, 1.469290, 4.261298], [5.200456, 0.097526, 3.297848], [2.661387, 2.724548, 4.683036], [1.864436, 3.440224, 6.911215], [1.135084, 1.753226, 8.571300], [1.214697, -0.653762, 8.018499], [2.008898, -1.383393, 5.781923], [4.230284, -1.300843, -1.415515], [5.217465, -2.402670, -3.417204], [4.936796, -1.381770, -5.653457], [3.661881, 0.722950, -5.909874], [2.643694, 1.804629, -3.914498], [-0.417379, -0.392066, -1.297497], [-1.016801, 0.119348, -2.586719], [-1.088208, -0.990881, -3.788492], [-2.263259, -1.862647, -4.017872], [-1.709001, -3.018257, -4.856461], [-0.227954, -3.098458, -4.460071], [0.159857, -1.633640, -4.271796], [-2.520440, 0.683304, -2.297251], [-3.339568, 0.037856, -1.243892], [-4.776734, 0.433113, -1.589742], [-4.745979, 0.654707, -3.108001], [-3.387001, 1.310685, -3.319163], [-0.113730, 1.325279, -3.269661], [-0.071168, 2.624581, -2.556891], [-0.629742, 3.627065, -3.557412], [-0.058730, 3.109862, -4.883368], [-0.066883, 1.576151, -4.738448], [-3.049569, -1.323671, -4.545212], [-2.682215, -2.230396, -3.074993], [-1.793178, -2.790789, -5.920170], [-2.251928, -3.943433, -4.662521], [0.382682, -3.581882, -5.222263], [-0.112822, -3.646719, -3.520447], [0.461882, -1.202918, -5.230109], [0.974535, -1.484534, -3.558658], [-3.036955, 0.376745, -0.256577], [-3.219399, -1.044990, -1.276334], [-5.036702, 1.360129, -1.081796], [-5.480332, -0.337837, -1.288723], [-5.559945, 1.290398, -3.459102], [-4.802269, -0.300920, -3.635081], [-3.465728, 2.383573, -3.129247], [-2.984382, 1.168208, -4.326998], [0.957003, 2.889236, -2.317799], [-0.636357, 2.561464, -1.628411], [-0.313861, 4.646488, -3.334671], [-1.721903, 3.593528, -3.567314], [0.966084, 3.467931, -5.007208], [-0.634665, 3.433262, -5.748773], [0.837400, 1.139718, -5.165854], [-0.922426, 1.126302, -5.237389], [1.829877, -3.493236, -1.504084], [3.137216, -3.669298, -0.435597], [4.273480, -4.316726, -0.873375], [5.381094, -4.403219, -0.037490], [5.363447, -3.843235, 1.248339], [4.227324, -3.233464, 1.697598], [3.059569, -3.137492, 0.883565], [1.910157, -2.591692, 1.434615], [4.291205, -4.748615, -1.866428], [6.272351, -4.914473, -0.389091], [6.237260, -3.915235, 1.885066], [4.180440, -2.829922, 2.705552], [1.908416, -2.289821, 2.476453], [0.992762, -2.571633, 0.865086]], "atomic_forces_ev_per_a": [[-2.2, -0.2, 1.7], [0.6, -0.1, 0.0], [0.6, 0.1, -0.2], [-0.1, 0.5, -0.3], [0.0, 0.0, 0.1], [0.0, 0.0, 0.0], [0.0, 0.0, 0.0], [0.0, 0.0, 0.0], [0.0, 0.1, 0.0], [0.0, 0.1, -0.4], [0.0, -0.1, -0.1], [0.0, 0.0, 0.0], [0.0, 0.0, 0.0], [-0.1, 0.0, 0.0], [-0.2, 0.0, 0.0], [0.2, 0.3, 0.1], [-0.1, 0.1, 0.6], [-0.2, 0.0, 0.6], [-0.1, -0.2, 0.0], [0.3, 0.0, 0.1], [0.1, -0.2, 0.0], [0.1, -0.2, -0.4], [0.0, 0.1, 0.0], [0.0, 0.0, 0.0], [-0.1, 0.1, 0.0], [0.1, -0.1, 0.0], [0.1, 0.1, 0.2], [0.0, -0.1, -0.4], [0.0, 0.0, 0.1], [0.0, 0.0, 0.0], [0.0, 0.0, 0.1], [0.0, 0.0, 0.0], [0.0, 0.0, 0.0], [0.5, 0.2, -1.5], [-0.2, 0.0, 0.1], [-0.1, -0.1, 0.0], [0.0, 0.0, 0.0], [0.0, 0.0, 0.1], [0.1, 0.0, 0.0], [0.1, 0.0, 0.0], [-0.1, 0.0, -0.1], [0.0, 0.0, -0.1], [0.0, 0.1, -0.1], [0.0, 0.1, 0.1], [0.0, 0.0, 0.1], [0.0, -0.1, 0.1], [0.0, 0.2, -0.1], [0.0, -0.2, -0.1], [0.0, 0.1, 0.0], [-0.1, 0.0, 0.0], [0.0, 0.0, 0.0], [0.0, -0.1, 0.0], [0.0, -0.1, 0.0], [0.0, 0.0, 0.1], [-0.2, 0.3, 0.1], [-0.1, 0.1, 0.1], [0.0, 0.0, 0.1], [0.1, 0.0, 0.0], [0.1, 0.0, -0.1], [0.0, 0.0, 0.0], [0.0, -0.2, -0.2], [0.3, -0.3, 0.0], [-0.1, -0.1, 0.2], [0.0, 0.1, 0.2], [0.0, -0.1, -0.1], [0.0, -0.1, -0.1], [-0.1, 0.3, -0.2], [0.5, -0.2, 0.2], [0.0, -0.1, 0.0], [0.0, 0.1, 0.0], [0.0, 0.0, 0.0], [0.0, 0.0, 0.0], [0.0, 0.0, 0.1], [0.0, -0.1, 0.0], [-0.2, 0.0, -0.1], [0.1, -0.2, 0.1], [0.0, -0.1, 0.0], [0.0, 0.0, 0.0], [0.1, 0.0, 0.0], [-0.1, 0.1, 0.0], [0.1, 0.0, 0.0], [0.0, 0.0, 0.0], [0.0, 0.0, -0.1], [0.0, -0.1, 0.0], [0.0, 0.1, 0.0], [0.0, 0.0, 0.0], [0.0, 0.0, 0.0], [0.0, 0.1, 0.0], [-0.1, -0.1, 0.1], [0.0, -0.1, 0.0], [0.1, 0.0, -0.1], [0.0, 0.0, 0.0], [-0.1, 0.1, 0.0], [-0.1, 0.0, -0.1], [0.0, 0.1, 0.0], [-0.1, 0.0, 0.1], [0.0, 0.0, 0.1], [0.1, -0.2, 0.0], [-0.2, 0.2, -0.1], [0.4, 0.3, 0.2], [0.2, -0.4, -0.1], [0.2, 0.0, 0.0], [0.1, 0.0, 0.1], [-0.1, 0.1, 0.0], [-0.3, 0.0, 0.0], [-0.4, -0.1, 0.1], [-0.1, 0.1, -0.2], [0.1, 0.0, -0.2], [-0.1, 0.0, 0.1], [0.1, -0.1, 0.1], [0.0, 0.4, -0.2], [0.0, -0.2, -0.5], [0.0, -0.1, -0.1], [-0.1, -0.1, 0.1], [0.1, 0.2, 0.3], [0.0, 0.0, 0.0], [0.0, 0.0, 0.0], [0.0, 0.0, 0.0], [0.0, 0.0, -0.1], [0.0, -0.1, 0.1], [0.0, 0.1, -0.1], [0.0, 0.1, 0.0], [0.0, 0.0, 0.0], [0.0, 0.0, 0.1], [0.0, -0.1, 0.0], [0.0, -0.1, 0.0], [-0.1, 0.0, 0.1], [0.0, -0.1, 0.0], [0.0, 0.1, 0.0], [0.0, 0.0, 0.0], [0.0, 0.0, 0.1], [0.0, 0.0, -0.1], [0.1, 0.0, 0.0], [-0.1, 0.0, 0.0], [0.1, 0.0, 0.0], [0.0, 0.0, 0.0], [0.1, 0.0, 0.0], [-0.1, -0.1, 0.0], [0.0, 0.0, 0.0], [0.1, 0.1, -0.1], [-0.1, 0.1, 0.1], [0.2, -0.1, 0.0], [-0.1, 0.0, 0.1], [0.2, -0.2, -0.1], [-0.2, 0.1, 0.1], [0.6, 0.4, 0.1], [-0.4, -0.2, -0.3], [0.0, 0.0, 0.1], [-0.1, 0.1, 0.0], [-0.1, 0.0, -0.1], [0.0, 0.0, -0.1], [-0.1, 0.0, -0.2], [0.1, -0.3, 0.1]], "mulliken_charge": [3.056, -1.419, 1.690, 0.324, -0.328, -0.923, -0.826, -0.775, -0.294, 1.682, -0.965, -1.084, -0.984, -0.597, -0.073, -0.623, -1.199, -0.706, 0.241, -1.537, 2.158, 0.088, -0.925, -0.850, -0.970, -0.448, 0.685, 0.308, -0.028, -0.779, -0.897, -0.497, -0.838, 0.736, 0.598, 0.910, 0.437, 0.471, 0.402, 0.523, 0.092, 0.437, 0.452, 0.449, 0.402, -0.230, 0.630, 0.542, 0.013, 1.046, 0.432, 0.489, 0.429, 0.533, -0.746, 0.258, 0.428, 0.399, 0.495, 0.328, -1.136, 1.154, -1.752, 0.651, -0.925, -1.352, 0.807, -0.629, 0.348, -0.354, -0.809, -0.578, -0.745, -0.357, 0.090, -0.342, -0.921, -0.817, -0.529, -0.411, 0.732, 0.749, 0.618, -0.720, 0.137, 0.713, 0.512, 0.558, 0.359, 0.456, 0.415, 0.447, 0.345, 0.529, 0.478, 0.447, 0.467, 0.306, 1.834, -2.880, 0.096, 0.172, -0.836, -0.139, 0.670, 1.209, 0.958, -0.407, -0.795, -0.402, 1.406, 0.398, -0.832, -0.988, -0.825, 0.317, -0.260, 0.324, 0.439, 0.580, -0.337, 0.336, -0.736, -0.696, -0.500, -0.189, 0.521, 0.527, 0.181, 0.203, 0.098, 0.112, -0.965, 0.524, 0.234, 0.333, 0.455, 0.058, 0.761, 0.403, 0.301, -0.465, -0.517, -1.089, -0.617, 0.214, 0.692, 0.636, 0.438, 0.477, 0.547, 0.310, -1.853], "charge": 2, "homo_lumo_gap_ev": [4.42, 4.73], "largest_force_ev_per_a": 2.8, "e_tot_ev": -145595.0619, "multiplicity": 2, "lumo_ev": [-7.080, -6.795]}